(1)
{"formula": "C37H47GdN5O2P3", "method": "ωB97M-V/def2-TZVPD", "s_squared": 15.832, "multiplicity": 8, "max_force_ev_per_a": 2.3, "lumo_energy_ev": [-6.210, -8.058], "charge": 2, "symbols": ["Gd", "O", "C", "O", "C", "C", "C", "N", "C", "C", "C", "C", "C", "C", "C", "N", "C", "C", "C", "C", "C", "N", "H", "H", "H", "H", "H", "H", "H", "H", "H", "H", "C", "P", "C", "N", "C", "C", "C", "C", "C", "C", "N", "C", "P", "C", "C", "C", "C", "C", "C", "C", "C", "C", "H", "H", "H", "H", "H", "H", "H", "H", "H", "H", "H", "H", "H", "H", "H", "H", "H", "H", "H", "H", "H", "H", "H", "H", "H", "H", "H", "H", "C", "P", "C", "C", "H", "H", "H", "H", "H", "H", "H", "H", "H"], "xyz": [[0.522891, -0.751531, -0.060854], [3.066442, -5.824134, 1.038599], [2.180235, -6.695667, 0.875969], [2.039350, -7.865133, 1.022258], [1.126047, -5.640741, 0.421362], [0.415656, -4.939678, 1.415259], [-0.011345, -3.647007, 1.180719], [0.149489, -3.036644, -0.024765], [0.777644, -3.737478, -1.008683], [1.271783, -5.013214, -0.825393], [0.971709, -3.055296, -2.296447], [1.036874, -3.797475, -3.478613], [1.305363, -3.164524, -4.674219], [1.474434, -1.781971, -4.663938], [1.357016, -1.109409, -3.464331], [1.121175, -1.706559, -2.284485], [-0.583542, -2.814056, 2.257199], [-1.000181, -3.340912, 3.483729], [-1.429081, -2.493517, 4.486539], [-1.465413, -1.124806, 4.239172], [-1.059157, -0.677822, 2.998528], [-0.610812, -1.479675, 2.025689], [0.282283, -5.416082, 2.371900], [1.840715, -5.505870, -1.599190], [0.861075, -4.860619, -3.447899], [1.374706, -3.727343, -5.591873], [1.671463, -1.245675, -5.577787], [1.450906, -0.026325, -3.444801], [-0.986055, -4.405856, 3.652626], [-1.729979, -2.887964, 5.444961], [-1.814801, -0.429801, 4.984275], [-1.086673, 0.380936, 2.747241], [-1.413135, 1.503519, -3.366892], [-1.366090, 0.810293, -1.671787], [-1.737050, 2.342700, -0.709483], [-2.797632, 3.010064, -1.083926], [-3.131595, 4.144275, -0.445653], [-4.283843, 4.868309, -0.806311], [-4.577695, 6.029966, -0.145825], [-3.738471, 6.519589, 0.874934], [-2.618911, 5.834345, 1.260498], [-2.301154, 4.624223, 0.619064], [-1.217260, 3.921196, 0.985339], [-0.925938, 2.811786, 0.357604], [0.622342, 1.985570, 0.918118], [0.826778, 2.736441, 2.571333], [1.900873, 2.906455, -0.148512], [1.564701, 2.605690, -1.609583], [1.889852, 4.412000, 0.093185], [3.269128, 2.301274, 0.167744], [-2.968919, -0.189187, -1.617955], [-3.210531, -0.535129, -0.147032], [-2.667424, -1.476538, -2.393939], [-4.183843, 0.525241, -2.199891], [-2.261598, 2.186333, -3.424577], [-1.529137, 0.695804, -4.087620], [-0.495841, 2.042856, -3.593814], [-4.918432, 4.492407, -1.592690], [-5.461550, 6.591104, -0.406897], [-3.990350, 7.448515, 1.361367], [-1.964699, 6.195595, 2.037888], [0.486947, 3.770893, 2.532462], [1.865702, 2.691179, 2.889420], [0.224305, 2.190961, 3.296779], [0.605877, 3.047452, -1.877637], [1.538700, 1.516699, -1.782512], [2.317725, 3.035025, -2.269418], [0.885297, 4.820966, 0.003634], [2.514377, 4.899962, -0.652353], [2.281118, 4.664917, 1.074497], [3.241570, 1.209302, 0.039173], [3.588898, 2.543524, 1.178851], [4.022436, 2.704618, -0.506966], [-2.364637, -1.112717, 0.259207], [-4.106648, -1.145331, -0.048138], [-3.352829, 0.367842, 0.448222], [-1.794952, -1.995105, -1.972806], [-2.481848, -1.278089, -3.448499], [-3.518587, -2.152495, -2.337175], [-4.357965, 1.472403, -1.696009], [-5.064193, -0.098788, -2.059769], [-4.076257, 0.710066, -3.264808], [2.915523, -3.014195, 2.480120], [2.859886, -1.464711, 1.513376], [3.270469, -0.271845, 2.859838], [4.452399, -1.602092, 0.608139], [3.825207, -3.013085, 3.081034], [2.948330, -3.887728, 1.825792], [2.054164, -3.088893, 3.143908], [4.133887, -0.632905, 3.419597], [2.420226, -0.181352, 3.537247], [3.500097, 0.708747, 2.450466], [5.280050, -1.592893, 1.316153], [4.587256, -0.793832, -0.110711], [4.464680, -2.551348, 0.071452]], "atomic_forces_ev_per_a": [[0.258, 0.099, -0.378], [2.094, 0.613, 0.326], [-1.805, -1.420, -0.274], [0.071, -0.110, -0.011], [-0.522, 1.703, -0.247], [0.339, -0.450, -0.382], [-0.620, -0.349, 0.192], [0.189, -0.555, -0.088], [-0.556, -0.046, -0.581], [0.105, -0.541, 0.640], [0.278, -0.054, -0.207], [0.110, 0.133, 0.050], [-0.038, 0.144, 0.261], [-0.038, -0.077, 0.164], [0.094, 0.306, -0.184], [-0.493, -0.628, -0.094], [0.017, 0.153, 0.286], [0.116, 0.048, -0.229], [0.048, 0.181, -0.197], [0.014, -0.139, -0.105], [0.044, 0.332, -0.071], [-0.202, -0.711, 0.244], [0.120, 0.122, 0.245], [0.133, 0.099, -0.052], [-0.001, -0.094, -0.018], [-0.031, -0.035, -0.088], [0.027, 0.133, -0.028], [0.004, -0.110, 0.033], [-0.011, -0.059, 0.003], [-0.065, -0.046, 0.052], [-0.024, 0.101, 0.059], [-0.051, -0.123, 0.116], [0.139, -0.073, 0.109], [-0.923, 0.233, -0.507], [0.016, -0.130, 0.041], [-0.128, 0.016, -0.295], [0.456, 0.283, 0.622], [-0.174, 0.262, 0.084], [-0.032, -0.263, -0.245], [0.336, -0.068, 0.251], [-0.242, 0.234, -0.017], [-0.488, -0.239, -0.612], [0.084, 0.144, 0.220], [-0.049, -0.057, 0.162], [0.522, 1.059, 0.025], [-0.066, -0.068, -0.058], [-0.090, -0.295, 0.073], [-0.075, -0.067, 0.215], [-0.092, -0.170, -0.020], [-0.180, -0.010, 0.011], [0.295, 0.024, 0.161], [0.258, 0.065, -0.123], [0.136, 0.078, 0.092], [0.062, 0.022, 0.144], [0.056, -0.045, -0.071], [-0.017, 0.005, -0.040], [0.013, 0.021, -0.021], [-0.036, -0.066, -0.117], [-0.077, 0.031, -0.058], [-0.028, 0.102, 0.052], [0.043, 0.038, 0.111], [0.068, -0.086, 0.063], [0.086, -0.064, -0.035], [-0.004, 0.040, 0.049], [-0.043, -0.086, -0.117], [-0.029, 0.220, -0.139], [0.107, -0.008, -0.014], [0.003, 0.078, -0.002], [0.128, 0.057, -0.070], [0.018, 0.045, 0.113], [0.150, 0.121, 0.051], [0.034, -0.089, 0.116], [0.057, 0.016, -0.103], [-0.238, 0.067, 0.049], [-0.044, -0.102, 0.026], [0.005, -0.008, 0.118], [-0.116, -0.023, -0.099], [0.055, -0.029, -0.073], [-0.098, -0.062, 0.036], [-0.068, -0.058, -0.089], [-0.088, -0.161, -0.018], [0.007, 0.037, -0.123], [-0.053, -0.095, -0.145], [1.018, 0.261, 0.802], [-0.094, -0.153, -0.238], [-0.225, 0.019, -0.008], [0.027, 0.022, 0.042], [-0.081, 0.297, 0.143], [0.030, 0.003, 0.020], [0.004, 0.008, 0.016], [-0.005, 0.012, 0.015], [-0.008, 0.033, 0.001], [0.045, -0.011, 0.013], [0.009, -0.004, 0.033], [0.015, 0.016, -0.059]]}

***

(2)
{"formula": "C37H47N5O5SSeW", "method": "ωB97M-V/def2-TZVPD", "e_above_lowest_kcal_mol": 52.1, "max_force_ev_per_a": 3.4, "lumo_energy_ev": -1.921, "charge": 0, "symbols": ["W", "N", "C", "C", "O", "N", "C", "C", "O", "O", "H", "H", "H", "H", "H", "H", "C", "C", "C", "C", "C", "C", "C", "C", "C", "C", "C", "C", "N", "C", "C", "N", "C", "C", "C", "C", "C", "C", "C", "C", "C", "C", "C", "C", "H", "H", "H", "H", "H", "H", "H", "H", "H", "H", "H", "H", "H", "H", "H", "H", "H", "H", "H", "H", "H", "H", "H", "H", "H", "H", "H", "H", "H", "H", "H", "H", "H", "H", "H", "H", "O", "O", "S", "C", "N", "Se", "C", "C", "C", "C", "C", "C", "H", "H", "H", "H", "H"], "xyz": [[0.009134, 0.704088, -0.373566], [-1.884765, 2.401932, -1.253714], [-1.518800, 2.900377, -2.583696], [-0.908404, 1.721535, -3.322340], [-1.189429, 1.479570, -4.480951], [-0.118060, 0.955121, -2.525509], [-0.046582, -0.435450, -2.978128], [-0.713178, -1.205825, -1.830373], [-0.615114, -2.391291, -1.636621], [-1.429362, -0.363628, -1.073631], [-2.682474, 1.776324, -1.322212], [-2.143636, 3.176002, -0.652775], [-0.787527, 3.698940, -2.471604], [-2.367649, 3.270108, -3.159323], [0.965537, -0.791544, -3.156776], [-0.619720, -0.563497, -3.899441], [3.824547, 2.525712, -2.736153], [3.008094, 1.235443, -2.832528], [2.839221, 0.863641, -4.314591], [3.624975, 0.063882, -2.097406], [4.958943, -0.212052, -2.374798], [5.581371, -1.360417, -1.925393], [4.816990, -2.304134, -1.269885], [3.488248, -2.062628, -0.950558], [2.692530, -3.200856, -0.351786], [2.556743, -4.343236, -1.364087], [3.307379, -3.709343, 0.954241], [2.896591, -0.825366, -1.267203], [1.611842, -0.507269, -0.709070], [1.581383, -0.679000, 0.764231], [0.566505, -1.713717, 1.281065], [-0.659028, -1.512647, 1.048876], [-1.650746, -2.421830, 1.528054], [-2.919047, -1.932700, 1.912625], [-3.786008, -2.761846, 2.612699], [-3.469530, -4.078330, 2.879536], [-2.323189, -4.600825, 2.317151], [-1.412044, -3.812011, 1.624968], [-0.312806, -4.561245, 0.888673], [-0.945012, -5.436819, -0.202412], [0.537580, -5.417644, 1.831562], [-3.441098, -0.561441, 1.555691], [-3.961346, 0.208977, 2.773269], [-4.539080, -0.703003, 0.491117], [3.236864, 3.362242, -3.118373], [4.741121, 2.455441, -3.323748], [4.090485, 2.751531, -1.708403], [2.029118, 1.421504, -2.412041], [3.805727, 0.895879, -4.821288], [2.163168, 1.565666, -4.804978], [2.437661, -0.141628, -4.441610], [5.523445, 0.495455, -2.967493], [6.627801, -1.541642, -2.132150], [5.252751, -3.262574, -1.019950], [1.683249, -2.836579, -0.170150], [3.519027, -4.819494, -1.557166], [2.159083, -3.971261, -2.308533], [1.868628, -5.097544, -0.978697], [4.336311, -4.030599, 0.793492], [2.749645, -4.565921, 1.327792], [3.318441, -2.934767, 1.724031], [2.570021, -0.898686, 1.185758], [0.932200, -2.516595, 1.921743], [-4.734802, -2.366931, 2.951527], [-4.130765, -4.703608, 3.464910], [-2.127203, -5.660043, 2.415362], [0.323433, -3.856149, 0.364563], [-1.596937, -6.201082, 0.222011], [-0.160495, -5.933685, -0.776928], [-1.523751, -4.817343, -0.886862], [-0.079912, -6.119870, 2.390192], [1.081740, -4.803957, 2.551839], [1.255413, -6.004375, 1.255586], [-2.644324, 0.000821, 1.103427], [-4.920640, -0.183759, 3.113580], [-4.099757, 1.262066, 2.520208], [-3.254745, 0.155613, 3.602117], [-5.313426, -1.402660, 0.809521], [-4.111836, -1.070145, -0.443308], [-5.013796, 0.263474, 0.302591], [-1.186737, 1.413993, 0.956090], [1.124995, 0.567709, 1.193761], [-0.846071, 2.163403, 2.348887], [-0.519290, 0.852444, 3.363481], [-0.349602, -0.062278, 4.046196], [0.821224, 3.029709, -0.405530], [2.443267, 3.785437, 0.386573], [2.542216, 5.167999, 0.351166], [3.706120, 5.778142, 0.788251], [4.765196, 5.008067, 1.250766], [4.644824, 3.627638, 1.307167], [3.477022, 3.007847, 0.884792], [1.705196, 5.739199, -0.031420], [3.785994, 6.856737, 0.756614], [5.682597, 5.484381, 1.570067], [5.468521, 3.026018, 1.669682], [3.368689, 1.931748, 0.937236]], "atomic_forces_ev_per_a": [[-0.598, 3.004, -1.505], [0.427, 0.017, -0.450], [-0.154, -0.123, -0.137], [-0.061, 0.483, 0.448], [0.081, -0.017, -0.115], [0.970, -1.052, -0.173], [-0.246, 0.098, 0.151], [0.079, -1.802, -1.826], [-0.417, 0.290, -0.146], [-0.948, -0.680, 0.068], [0.053, -0.115, 0.090], [0.168, -0.138, 0.292], [-0.013, 0.016, -0.016], [0.026, -0.041, -0.022], [-0.061, -0.094, 0.135], [-0.017, -0.044, 0.051], [-0.126, -0.078, 0.078], [0.142, 0.010, 0.064], [-0.106, -0.014, 0.097], [-0.325, 0.100, -0.075], [0.107, -0.060, 0.139], [-0.080, -0.016, -0.074], [0.068, 0.037, -0.001], [-0.191, -0.107, 0.106], [0.213, -0.039, 0.010], [-0.095, 0.092, 0.018], [-0.102, 0.013, -0.075], [0.224, -0.042, -0.778], [-0.720, 0.768, 1.085], [1.149, -0.961, 0.839], [-0.129, -0.108, 0.515], [0.956, 0.126, 0.331], [-0.427, -0.224, 0.023], [0.231, 0.081, -0.008], [0.018, -0.108, 0.090], [-0.013, 0.046, -0.118], [0.053, -0.025, 0.130], [0.090, 0.051, -0.109], [-0.099, -0.200, -0.007], [0.053, 0.117, -0.011], [-0.077, 0.077, -0.080], [-0.211, -0.026, 0.009], [0.156, 0.024, -0.043], [0.126, 0.037, -0.001], [0.027, 0.002, -0.063], [0.011, 0.073, -0.007], [0.063, 0.062, 0.134], [-0.036, 0.062, -0.038], [0.005, -0.008, -0.023], [0.019, 0.008, -0.043], [-0.016, 0.028, -0.043], [-0.040, 0.023, -0.020], [-0.006, -0.012, -0.039], [0.000, -0.007, 0.063], [0.125, -0.083, -0.134], [0.027, 0.006, 0.010], [-0.026, -0.028, -0.010], [0.067, -0.024, -0.035], [0.026, 0.011, 0.011], [0.141, 0.114, -0.006], [0.045, -0.030, 0.041], [-0.010, 0.084, -0.215], [0.035, -0.005, -0.044], [0.007, 0.044, -0.005], [-0.038, -0.006, -0.043], [0.010, -0.022, -0.012], [-0.103, -0.087, 0.059], [-0.004, -0.018, 0.014], [-0.051, -0.050, -0.005], [-0.020, -0.028, -0.006], [-0.018, -0.014, 0.016], [-0.049, -0.065, 0.060], [0.019, -0.018, 0.041], [0.184, 0.083, 0.008], [-0.012, 0.017, 0.031], [-0.073, -0.005, -0.020], [-0.019, -0.007, 0.030], [-0.034, 0.025, 0.016], [-0.045, -0.034, -0.016], [0.013, 0.008, -0.018], [-0.293, -0.134, 1.316], [-0.134, -0.128, 0.319], [-0.221, 0.091, -0.033], [-0.103, -0.283, 0.153], [0.052, 0.087, 0.054], [0.700, 2.042, -0.464], [-0.270, -1.146, 0.043], [-0.301, -0.155, -0.155], [0.053, 0.008, 0.000], [-0.002, 0.064, 0.021], [0.003, -0.056, 0.007], [-0.002, -0.028, 0.039], [0.085, 0.131, 0.012], [0.017, 0.006, 0.002], [-0.007, 0.011, 0.015], [-0.013, -0.002, 0.029], [0.039, 0.013, -0.047]]}